A molecular structure, C38H53N16S2Tb at a distorted geometry, computed with wB97M-V/def2-TZVPD.

Structure (ORCA input):
```
! RIJCOSX wB97M-V def2-TZVPD def2/J DEFGRID3
* xyz 2 7
Tb -7.031 2.609 19.463
C -7.792 7.226 15.947
C -8.646 6.591 16.969
N -9.878 6.921 17.265
N -10.339 5.964 18.126
C -9.428 5.051 18.462
S -9.568 3.780 19.577
N -8.324 5.482 17.697
N -7.073 4.789 17.749
H -8.064 8.331 15.899
H -7.958 6.761 14.974
H -6.756 7.164 16.201
H -11.254 6.096 18.519
H -6.763 4.638 16.787
H -6.329 5.263 18.288
C -8.074 5.105 23.088
N -7.196 5.400 21.996
C -7.637 6.414 21.093
C -6.071 4.670 21.733
N -5.755 4.408 20.476
C -4.373 4.655 20.116
C -3.565 5.612 20.689
C -2.264 5.784 20.239
C -1.758 4.950 19.211
C -2.599 4.038 18.603
C -3.883 3.919 18.988
N -4.792 3.143 18.276
C -4.771 2.999 16.963
N -5.467 1.955 16.392
C -5.237 0.558 16.842
C -6.220 2.061 15.177
N -4.277 3.955 16.151
C -4.292 5.391 16.455
C -3.786 3.543 14.760
N -5.347 4.262 22.801
C -4.414 3.156 22.629
C -5.347 4.953 24.119
H -9.061 4.961 22.621
H -8.171 5.965 23.782
H -7.697 4.155 23.526
H -7.715 7.364 21.676
H -8.692 6.173 20.824
H -7.092 6.477 20.117
H -3.899 6.177 21.549
H -1.570 6.441 20.721
H -0.731 4.982 18.910
H -2.264 3.511 17.723
H -4.868 0.062 15.934
H -6.208 0.131 17.079
H -4.509 0.547 17.656
H -5.648 1.830 14.262
H -6.648 3.026 15.075
H -6.980 1.247 15.267
H -4.336 5.564 17.547
H -5.175 5.774 15.889
H -3.378 5.806 16.077
H -3.471 2.478 14.848
H -3.000 4.243 14.592
H -4.474 3.677 13.941
H -4.709 2.507 21.785
H -4.378 2.518 23.513
H -3.394 3.556 22.437
H -5.917 5.875 24.134
H -4.310 5.274 24.394
H -5.652 4.310 24.936
N -5.837 0.689 19.976
C -5.158 0.131 20.776
N -4.310 -0.477 21.535
C -4.627 -0.319 22.844
N -4.802 -0.224 23.982
C -8.532 -2.780 17.345
C -8.577 -1.303 17.385
C -9.133 -0.492 16.484
C -9.015 0.837 16.951
N -8.323 0.836 18.062
N -8.131 -0.492 18.362
C -9.582 2.078 16.367
H -7.630 -3.095 16.773
H -9.385 -3.249 16.946
H -8.407 -3.227 18.371
H -9.675 -0.911 15.632
H -7.644 -0.704 19.252
H -10.130 1.918 15.441
H -8.777 2.762 16.120
H -10.212 2.552 17.144
N -8.149 1.690 21.355
S -9.531 2.008 22.160
C -10.894 1.043 21.562
C -12.105 1.709 21.498
C -13.224 0.965 21.105
C -13.090 -0.349 20.777
C -11.810 -0.932 20.759
C -10.687 -0.252 21.099
C -9.327 1.159 23.757
C -10.367 0.741 24.585
C -10.130 0.015 25.726
C -8.782 -0.266 26.100
C -7.756 0.211 25.284
C -8.038 0.910 24.096
H -7.810 0.750 21.660
H -12.104 2.753 21.713
H -14.191 1.489 20.964
H -13.962 -0.936 20.555
H -11.788 -2.026 20.582
H -9.729 -0.799 21.217
H -11.374 1.054 24.408
H -10.884 -0.299 26.378
H -8.630 -0.696 27.101
H -6.764 -0.138 25.480
H -7.203 1.250 23.531
*
```

Calculated values
* <S²>: 12.612
* HOMO energy (spin up / spin down): -12.430 / -12.436 eV
* LUMO (spin up / spin down): -5.29 / -4.22 eV
* energy relative to the best compared isomer or geometry (same formula, charge and spin): 75.2 kcal/mol
* gap between HOMO and LUMO (spin up / spin down): 7.14 / 8.22 eV



A molecular structure, C38H53N5O30S6 at a distorted geometry, computed with wB97M-V/def2-TZVPD.

Structure (ORCA input):
```
! RIJCOSX wB97M-V def2-TZVPD def2/J DEFGRID3
* xyz 0 1
C -3.230 -2.981 0.985
C -3.907 -3.587 2.282
C -3.617 -2.699 3.480
C -3.838 -1.269 3.209
N -3.908 -0.122 3.018
H -2.201 -2.569 1.219
H -3.766 -2.065 0.711
H -3.084 -3.646 0.153
H -3.602 -4.574 2.550
H -4.996 -3.665 2.090
H -2.539 -2.873 3.712
H -4.239 -3.022 4.306
C 5.796 4.532 2.327
C 4.348 4.135 2.567
C 3.461 4.048 1.294
C 3.802 3.044 0.300
N 4.080 2.231 -0.447
H 6.367 3.703 1.897
H 6.195 4.697 3.309
H 5.849 5.400 1.717
H 3.849 4.938 3.073
H 4.316 3.224 3.232
H 3.445 5.051 0.781
H 2.463 3.838 1.680
C -0.567 2.836 5.635
C -1.684 2.302 4.984
C -2.103 2.861 3.759
C -1.405 3.990 3.307
C -0.361 4.565 3.953
C 0.072 3.927 5.117
N -1.883 4.706 2.105
O -2.316 4.052 1.202
O -1.748 5.896 2.119
H -0.211 2.340 6.530
H -2.157 1.435 5.257
H -2.973 2.551 3.277
H 0.130 5.465 3.510
H 0.990 4.360 5.539
C 2.349 0.156 -4.827
C 1.761 -0.510 -5.917
C 0.371 -0.612 -6.037
C -0.380 0.101 -5.148
C 0.177 0.869 -4.103
C 1.515 0.856 -3.944
N -1.902 0.064 -5.169
O -2.525 0.879 -4.494
O -2.439 -0.758 -5.877
H 3.396 0.065 -4.692
H 2.316 -0.917 -6.694
H -0.146 -1.048 -6.880
H -0.529 1.307 -3.449
H 1.973 1.231 -3.044
C -5.020 -2.873 -2.903
C -4.924 -1.769 -3.760
C -5.089 -0.461 -3.279
C -5.325 -0.259 -1.940
C -5.548 -1.343 -1.040
C -5.417 -2.609 -1.599
N -5.366 1.099 -1.405
O -4.756 1.947 -2.071
O -5.863 1.285 -0.327
H -4.834 -3.895 -3.301
H -4.596 -1.896 -4.786
H -4.936 0.375 -3.948
H -5.785 -1.159 -0.010
H -5.590 -3.434 -1.007
C -1.513 4.698 -2.234
C -1.766 6.004 -1.525
O -0.399 6.475 -1.428
S 0.498 5.244 -1.025
O 0.641 5.078 0.403
O 1.663 5.262 -1.830
O -0.397 4.040 -1.545
H -1.263 4.849 -3.294
H -2.348 4.057 -2.204
H -2.217 5.770 -0.549
H -2.353 6.710 -2.004
C -2.086 0.872 0.409
C -1.975 0.165 -0.926
O -0.670 -0.394 -1.081
S 0.178 0.082 0.214
O 0.695 1.407 0.028
O 1.072 -1.016 0.516
O -1.096 0.163 1.197
H -3.083 0.801 0.893
H -1.788 1.936 0.416
H -2.254 0.910 -1.685
H -2.634 -0.672 -1.022
C 2.356 -4.327 1.443
C 1.056 -4.158 0.664
O 0.110 -4.619 1.634
S 0.508 -4.002 3.061
O 0.220 -5.039 4.011
O 0.048 -2.686 3.274
O 2.049 -4.036 2.778
H 3.248 -3.717 1.221
H 2.691 -5.393 1.375
H 0.841 -4.836 -0.115
H 0.869 -3.184 0.338
C 0.063 -2.975 -3.035
C 0.823 -4.023 -3.829
O 0.202 -5.260 -3.464
S -1.225 -5.053 -2.720
O -1.123 -5.344 -1.312
O -2.247 -5.642 -3.533
O -1.225 -3.458 -2.962
H 0.127 -2.022 -3.466
H 0.506 -3.014 -2.025
H 1.883 -4.014 -3.546
H 0.745 -3.847 -4.888
C 5.652 -2.060 -0.397
C 4.574 -1.296 -1.083
O 4.239 -2.006 -2.327
S 4.369 -3.525 -2.052
O 4.859 -4.191 -3.218
O 3.157 -3.990 -1.475
O 5.459 -3.414 -0.904
H 5.611 -2.115 0.672
H 6.592 -1.698 -0.754
H 4.797 -0.261 -1.277
H 3.650 -1.453 -0.385
C 2.271 -0.377 4.891
C 1.666 0.293 3.602
O 2.802 1.123 3.151
S 4.027 0.141 3.224
O 5.187 0.901 3.663
O 4.120 -0.679 2.050
O 3.547 -0.727 4.447
H 1.738 -1.252 5.251
H 2.253 0.334 5.648
H 0.891 1.055 3.773
H 1.392 -0.342 2.786
*
```

Calculated values
* HOMO energy: -10.044 eV
* LUMO: -0.87 eV
* gap between HOMO and LUMO: 9.18 eV



Values of energy, in order: -108198.6016, -174137.9586, all in eV.